{
  "formula": "C37H73Cl3N4O4",
  "method": "the ωB97M-V functional and the def2-TZVPD basis",
  "relative_energy_kcal_mol": 0.0,
  "gap_ev": [8.52, 9.68],
  "charge": 0,
  "e_tot_ha": -3353.81863,
  "multiplicity": 5,
  "homo_ev": [-8.19, -9.37],
  "symbols": ["C", "C", "C", "C", "C", "C", "N", "O", "C", "C", "C", "H", "H", "H", "H", "H", "H", "H", "H", "H", "H", "H", "H", "H", "H", "H", "H", "H", "H", "C", "C", "C", "C", "C", "C", "N", "O", "C", "C", "C", "H", "H", "H", "H", "H", "H", "H", "H", "H", "H", "H", "H", "H", "H", "H", "H", "H", "H", "C", "C", "C", "C", "C", "C", "N", "O", "C", "C", "C", "H", "H", "H", "H", "H", "H", "H", "H", "H", "H", "H", "H", "H", "H", "H", "H", "H", "H", "C", "C", "C", "C", "C", "C", "N", "O", "C", "C", "C", "H", "H", "H", "H", "H", "H", "H", "H", "H", "H", "H", "H", "H", "H", "H", "H", "H", "H", "C", "Cl", "Cl", "Cl", "H"],
  "positions_angstrom": [[1.85807, 2.60773, 5.29849], [1.62938, 2.08693, 3.83308], [0.16167, 1.72563, 3.59413], [-0.69533, 2.95990, 3.33256], [-0.25908, 3.64228, 2.05207], [1.23360, 4.01488, 2.17225], [2.09591, 2.89894, 2.69778], [3.32805, 3.23479, 2.80868], [1.62872, 4.50238, 0.77499], [1.28606, 5.25906, 3.07280], [2.36081, 0.72896, 3.96601], [1.36468, 1.94566, 6.00464], [1.51248, 3.63379, 5.43022], [2.93067, 2.60580, 5.48478], [0.05762, 1.11543, 2.69181], [-0.29332, 1.21723, 4.44450], [-0.68200, 3.67913, 4.14945], [-1.71307, 2.63010, 3.10216], [-0.80810, 4.58657, 2.02052], [-0.50967, 3.14520, 1.11220], [0.97995, 5.09169, 0.12435], [2.52718, 5.11915, 0.82796], [1.75116, 3.58665, 0.19433], [2.28181, 5.68204, 3.21264], [0.65616, 6.08542, 2.73736], [0.89854, 5.09971, 4.08239], [3.41765, 0.90725, 4.15260], [2.26583, 0.14216, 3.04493], [1.88675, 0.08345, 4.70241], [-5.11893, -2.09889, 0.32344], [-4.12412, -3.26595, 0.30185], [-3.90637, -3.62291, 1.78783], [-3.08042, -4.87665, 1.98114], [-3.91455, -5.98076, 1.33117], [-4.23957, -5.81417, -0.18827], [-4.74088, -4.43191, -0.38761], [-5.03051, -4.16402, -1.61131], [-2.95485, -6.18191, -0.93220], [-5.38366, -6.79595, -0.39498], [-2.77928, -2.79743, -0.26071], [-6.06217, -2.49754, 0.71095], [-5.51596, -1.78577, -0.64405], [-4.66744, -1.28197, 0.87846], [-3.50764, -2.75449, 2.31532], [-4.91226, -3.80526, 2.17482], [-2.89599, -5.10660, 3.03416], [-2.06463, -5.00011, 1.59245], [-4.82649, -6.09499, 1.92400], [-3.34970, -6.89507, 1.53067], [-2.20876, -5.40561, -0.78522], [-2.49976, -7.10624, -0.57428], [-3.13726, -6.36706, -1.99196], [-5.47463, -7.03830, -1.45819], [-5.11568, -7.77949, 0.00613], [-6.36741, -6.60341, 0.02595], [-2.00342, -3.54742, -0.13124], [-2.51298, -1.88265, 0.26912], [-2.83328, -2.49852, -1.30885], [9.34664, -2.49534, -1.27768], [8.44621, -1.76632, -2.28288], [8.08129, -2.87911, -3.29762], [7.01041, -3.85306, -2.84091], [5.77463, -3.13730, -2.29521], [6.09234, -1.94588, -1.33562], [7.22593, -1.12518, -1.79239], [7.43217, -0.05184, -1.12775], [4.81175, -1.10766, -1.22682], [6.35377, -2.52271, 0.07997], [9.30560, -0.80898, -3.13020], [9.59975, -1.82146, -0.45172], [10.33136, -2.80090, -1.63424], [8.92757, -3.40107, -0.83765], [7.78868, -2.42333, -4.24720], [8.98270, -3.46665, -3.47573], [7.34031, -4.60227, -2.12157], [6.75866, -4.33177, -3.79031], [5.24083, -3.83657, -1.65334], [5.13958, -2.81799, -3.12315], [3.88215, -1.62429, -0.99996], [4.90891, -0.22343, -0.60551], [4.75100, -0.82778, -2.28701], [7.34732, -2.32047, 0.48522], [5.65584, -2.20005, 0.85135], [6.36049, -3.61666, 0.12319], [9.92027, -1.41097, -3.80385], [10.02138, -0.18619, -2.59546], [8.69189, -0.21084, -3.80460], [-3.57966, 1.92751, -2.20623], [-3.70177, 2.73066, -0.89831], [-2.92090, 4.03733, -1.02617], [-3.40400, 5.08476, -1.98849], [-4.81608, 5.44653, -1.59321], [-5.74621, 4.20869, -1.51226], [-5.12896, 3.13837, -0.68230], [-5.95825, 2.18346, -0.50143], [-6.98374, 4.81529, -0.81353], [-6.18282, 3.64496, -2.86068], [-3.21418, 1.91508, 0.28837], [-3.23760, 2.52218, -3.04889], [-4.49229, 1.37562, -2.43975], [-2.93307, 1.06109, -2.04922], [-2.82255, 4.36631, 0.01483], [-1.88362, 3.78279, -1.27452], [-3.36115, 4.75688, -3.02828], [-2.81545, 5.99668, -1.86989], [-5.27336, 6.15754, -2.28873], [-4.80882, 6.05440, -0.68471], [-7.21570, 5.78692, -1.24928], [-7.86402, 4.19581, -1.00547], [-6.95026, 4.91315, 0.27099], [-6.88062, 2.82867, -2.70155], [-6.64551, 4.43593, -3.45668], [-5.30450, 3.40053, -3.45700], [-3.97381, 1.14412, 0.44682], [-3.11537, 2.50580, 1.20063], [-2.29451, 1.34220, 0.17382], [0.87938, 0.18821, -1.26106], [2.29530, 0.82153, -0.41022], [-0.12619, 1.56473, -1.82614], [-0.13299, -0.77348, -0.20176], [1.14027, -0.28106, -2.20172]],
  "forces_ev_per_a": [[0.06, 1.32, -1.24], [-1.04, -2.34, 1.70], [-0.72, 1.12, -0.12], [-0.65, -0.75, -1.16], [0.53, 0.55, 0.95], [-1.84, 1.89, -0.83], [0.41, 1.25, 0.75], [0.16, -0.21, -0.48], [1.47, -0.96, -0.47], [0.19, 0.37, 1.33], [0.24, -0.04, -1.84], [-0.07, -0.01, -0.09], [-0.12, -0.07, 0.20], [-0.01, 0.04, 0.11], [0.21, -0.30, 0.14], [0.44, -0.35, 0.04], [-0.16, -0.15, 0.13], [-0.19, 0.04, 0.73], [0.12, 0.09, -0.30], [0.19, -0.56, 0.23], [-0.94, 0.06, 0.98], [0.37, -0.52, -0.15], [0.68, 0.10, -0.27], [0.17, -0.31, -0.22], [0.02, -0.25, -0.66], [0.13, -0.33, 0.00], [0.00, -0.26, 0.18], [0.19, 0.19, -0.18], [0.12, 0.40, 0.42], [-0.88, -0.97, -0.88], [0.19, 0.54, 1.13], [0.36, 0.24, -0.30], [-0.36, -0.84, -0.09], [0.45, -0.21, 1.04], [-0.19, -0.70, 3.00], [1.23, 0.47, -1.40], [-0.40, -0.26, 0.16], [-0.24, 0.06, -0.73], [0.34, -1.47, -1.49], [-0.35, 0.07, -0.51], [0.21, 0.32, 0.91], [0.93, 0.23, -0.32], [-0.43, 0.13, 0.11], [0.03, 0.07, -0.11], [0.12, -0.11, 0.35], [-0.51, 0.05, 0.12], [-0.03, 1.03, -0.47], [-0.21, 0.14, -0.24], [-0.27, -0.31, -0.59], [0.01, 0.02, -0.30], [-0.34, -0.04, 0.35], [0.03, 0.45, -0.09], [-0.40, 0.41, -0.08], [0.32, 0.17, 0.28], [0.18, 0.75, 0.03], [0.14, 0.17, 0.01], [0.08, -0.14, 0.22], [-0.13, -0.28, -0.08], [0.20, 0.76, 1.75], [1.22, -1.68, -2.19], [-0.18, 0.05, 0.45], [-0.46, 0.46, -0.59], [0.62, 0.32, 0.37], [-1.15, -1.51, 1.32], [0.47, 0.13, 0.76], [-0.21, 0.09, -0.14], [0.84, 0.61, -1.97], [1.17, -0.70, 0.76], [0.15, 0.13, -0.12], [-0.21, -0.02, 0.13], [-0.22, 0.21, -0.78], [-0.34, 0.11, -0.10], [-0.14, 0.00, 0.02], [0.12, 0.22, -0.20], [0.33, 0.05, -0.10], [-0.33, -0.64, 0.40], [-0.44, 0.00, -0.36], [-0.05, 0.14, 0.07], [0.37, -0.52, 0.29], [0.19, -0.08, 0.03], [-0.73, 0.81, 0.21], [-0.04, 0.55, -0.19], [-0.18, 0.23, -0.27], [-0.34, -0.04, -0.33], [0.01, -0.19, 0.15], [-0.40, 0.19, 0.30], [-0.12, 0.22, 0.30], [-0.30, -1.34, 0.42], [0.24, 0.71, -1.08], [1.65, -0.76, 0.83], [-0.55, 0.56, 0.51], [-0.19, -0.10, -0.94], [-0.14, 2.08, 1.10], [-0.73, -0.50, -0.45], [0.22, -0.24, 0.56], [-1.04, -1.05, -0.09], [0.68, 0.94, -0.35], [-0.81, -0.62, 0.46], [-0.04, -0.10, -0.06], [-0.34, 0.59, -0.14], [0.60, 0.43, -0.06], [-0.25, 0.76, -0.18], [-0.02, -0.21, -0.08], [0.13, -0.04, 0.02], [0.35, -0.18, -0.27], [0.06, -0.25, -0.35], [0.01, -0.62, 0.44], [0.18, 0.04, -0.01], [0.02, -0.07, 0.04], [0.55, 0.02, -0.02], [0.19, -0.18, -0.20], [-0.35, 0.02, 0.28], [-0.14, -0.60, 0.03], [-0.08, 0.10, 0.26], [-0.19, 0.11, -0.04], [0.20, 0.45, -0.57], [-0.40, 1.35, -0.01], [-0.31, -0.29, -0.20], [0.19, 0.11, -0.03], [0.35, -0.40, -0.13], [0.27, -0.60, 0.42]],
  "lowdin_spin": [0.02, 0.03, 0.00, 0.00, 0.00, 0.03, 0.36, 0.54, 0.00, 0.02, 0.00, 0.00, 0.00, 0.00, 0.00, 0.00, 0.00, 0.00, 0.00, 0.00, 0.00, 0.00, 0.00, 0.00, 0.00, 0.00, 0.00, 0.00, 0.00, 0.00, 0.03, 0.00, 0.00, 0.00, 0.03, 0.37, 0.54, 0.01, 0.00, 0.01, 0.00, 0.00, 0.00, 0.00, 0.00, 0.00, 0.00, 0.00, 0.00, 0.00, 0.00, 0.00, 0.00, 0.00, 0.00, 0.00, 0.00, 0.00, 0.02, 0.03, 0.00, 0.00, 0.00, 0.03, 0.37, 0.53, 0.00, 0.02, 0.00, 0.00, 0.00, 0.00, 0.00, 0.00, 0.00, 0.00, 0.00, 0.00, 0.00, 0.00, 0.00, 0.00, 0.00, 0.00, 0.00, 0.00, 0.00, 0.02, 0.03, 0.00, 0.00, 0.00, 0.03, 0.39, 0.51, 0.00, 0.02, 0.00, 0.00, 0.00, 0.00, 0.00, 0.00, 0.00, 0.00, 0.00, 0.00, 0.00, 0.00, 0.00, 0.00, 0.00, 0.00, 0.00, 0.00, 0.00, 0.00, 0.00, 0.00, 0.00, 0.00]
}